[1]
{
  "formula": "C7H6BrNO",
  "method": "ωB97M-V/def2-TZVPD",
  "symbols": ["C", "C", "C", "C", "C", "C", "C", "N", "O", "Br", "H", "H", "H", "H", "H", "H"],
  "coordinates": [[1.13439, -2.20639, -0.14238], [1.69033, -2.13423, 1.13780], [0.38386, -0.99501, -0.25247], [0.62042, -0.29331, 0.93409], [-0.03816, 0.92219, 0.90350], [-0.69025, 0.95952, -0.38740], [-1.64001, 1.96803, -0.91492], [-0.37752, -0.16968, -1.04433], [1.39398, -0.96383, 1.72679], [-0.01309, 2.34213, 2.22364], [1.41276, -2.90380, -0.83698], [2.56261, -2.72434, 1.59150], [-1.77384, 1.85558, -1.96800], [-2.61290, 1.81719, -0.41663], [-1.22165, 2.95297, -0.57213], [-0.83095, -0.42703, -1.98208]],
  "e_tot_ev": -80934.616,
  "spin_multiplicity": 1,
  "smiles": "Cc1[nH]c2ccoc2c1Br"
}



[2]
{
  "formula": "C2H2N3OS",
  "method": "ωB97M-V/def2-TZVPD",
  "symbols": ["C", "C", "N", "N", "N", "O", "S", "H", "H"],
  "coordinates": [[1.15617, 0.95239, 0.78710], [-1.62742, -0.63911, 0.80759], [1.76350, 1.16912, 1.74778], [0.72735, 0.04165, -1.42016], [0.44212, 0.97608, -0.31251], [-1.58629, -0.23406, 1.92034], [-2.11472, -1.26791, -0.52675], [-0.15377, -0.31043, -1.68241], [1.39307, -0.68772, -1.32099]],
  "total_charge": -1,
  "e_tot_ev": -19458.703,
  "spin_multiplicity": 1
}



[3]
{
  "formula": "C4H10O2",
  "method": "ωB97M-V/def2-TZVPD",
  "symbols": ["C", "C", "O", "C", "C", "O", "H", "H", "H", "H", "H", "H", "H", "H", "H", "H"],
  "coordinates": [[-0.43612, 1.68146, -0.82100], [0.33138, 0.66745, 0.00905], [0.29215, 0.99678, 1.39965], [-0.23238, -0.75966, -0.17858], [0.81449, -1.84705, 0.07258], [-1.36988, -0.91214, 0.64888], [-1.51470, 1.56188, -0.65874], [-0.23393, 1.52758, -1.88570], [-0.14070, 2.70315, -0.55923], [1.39070, 0.67870, -0.27744], [-0.45534, 1.59398, 1.53246], [-0.60415, -0.85201, -1.20607], [1.37773, -2.06377, -0.84210], [1.53272, -1.55699, 0.84853], [0.30952, -2.76506, 0.38632], [-1.06148, -0.65430, 1.53140]],
  "e_tot_ev": -8404.965,
  "spin_multiplicity": 1,
  "smiles": "C[C@@H](O)[C@@H](C)O"
}



Short version: energy relative to the best compared isomer or geometry (same formula, charge and spin) = 0.0 182.6 56.1 kJ/mol, in the order given.
Short version: LUMO energy = 0.8 3.0 0.9 eV, in the order given.
Short version: HOMO-LUMO gap = 8.19 5.44 11.01 eV, in the order given.